{
  "formula": "C13H13F6NO",
  "method": "ωB97M-V/def2-TZVPD",
  "charge": 0,
  "total_energy_ha": -1232.3487,
  "relative_energy_kcal_mol": 26.1,
  "orbital_gap_ev": 9.98,
  "species": ["C", "C", "N", "C", "C", "F", "F", "F", "C", "F", "F", "F", "O", "C", "C", "C", "C", "C", "C", "C", "C", "H", "H", "H", "H", "H", "H", "H", "H", "H", "H", "H", "H", "H"],
  "coordinates": [[0.55697, -1.50306, 1.58252], [-0.69362, -1.76747, 0.70170], [-0.28257, -2.52287, -0.52096], [-0.24981, -1.50152, -1.58483], [1.27135, -1.22887, -2.12054], [2.08124, -0.36292, -1.49817], [1.14724, -0.68947, -3.37686], [1.85558, -2.41270, -2.21451], [-1.16849, -1.77691, -2.77688], [-1.48066, -0.52516, -3.28623], [-2.37834, -2.21297, -2.40960], [-0.78357, -2.66511, -3.72639], [-0.70056, -0.28823, -1.01250], [-1.47177, -0.56840, 0.19297], [-1.73951, 0.79617, 0.90603], [-0.53343, 1.66292, 1.04670], [-0.00161, 2.42924, -0.01959], [1.17765, 3.17126, 0.15210], [1.82858, 3.18690, 1.34324], [1.31052, 2.45819, 2.35348], [0.10144, 1.75068, 2.24192], [0.37353, -1.19224, 2.62916], [1.28545, -0.78712, 1.05482], [1.11115, -2.44500, 1.60877], [-1.43998, -2.46569, 1.17874], [0.60945, -2.90989, -0.48439], [-2.48029, -0.84920, -0.16269], [-2.33344, 0.65687, 1.83927], [-2.47136, 1.34872, 0.31089], [-0.42982, 2.39374, -1.01901], [1.46631, 3.69183, -0.76011], [2.86618, 3.52504, 1.51027], [1.85322, 2.39712, 3.26818], [-0.25701, 1.20610, 3.05248]]
}